No. 1
{
  "formula": "C25H61O6P",
  "method": "wB97M-V/def2-TZVPD",
  "symbols": ["C", "C", "C", "C", "C", "P", "O", "H", "H", "H", "H", "H", "H", "H", "H", "H", "H", "H", "C", "C", "O", "C", "C", "H", "H", "H", "H", "H", "H", "H", "H", "H", "H", "C", "C", "O", "C", "C", "H", "H", "H", "H", "H", "H", "H", "H", "H", "H", "C", "C", "O", "C", "C", "H", "H", "H", "H", "H", "H", "H", "H", "H", "H", "C", "C", "O", "C", "C", "H", "H", "H", "H", "H", "H", "H", "H", "H", "H", "C", "C", "O", "C", "C", "H", "H", "H", "H", "H", "H", "H", "H", "H", "H"],
  "xyz": [[2.03080, 3.69208, -1.80143], [2.52437, 2.49380, -1.51731], [2.91505, 0.96999, -1.08544], [1.70725, 0.43096, -0.11557], [2.21025, -0.64849, 0.98300], [2.92602, 0.32552, 2.49291], [3.56541, 1.27233, 3.82564], [1.39028, 4.65364, -1.69563], [2.97951, 0.27269, -1.99943], [3.94320, 0.96983, -0.57000], [1.31982, 1.36587, 0.45913], [0.80025, 0.05592, -0.74733], [1.27185, -1.19857, 1.41149], [2.98485, -1.40057, 0.54309], [3.31307, -0.92203, 3.09690], [3.82263, 1.04939, 1.62154], [1.58728, 0.83105, 2.76776], [4.15583, 1.94509, 3.41216], [1.39156, 1.92144, 6.57513], [0.52467, 1.80734, 5.33450], [-0.81678, 2.23651, 5.53722], [-0.99539, 3.59630, 5.91038], [-0.49220, 4.57977, 4.86845], [0.92166, 1.41562, 7.42262], [2.37360, 1.47671, 6.39681], [1.54489, 2.96513, 6.86174], [0.47133, 0.75468, 5.04079], [0.97022, 2.34191, 4.48945], [-0.53998, 3.78653, 6.88756], [-2.07275, 3.74140, 6.03633], [0.59609, 4.53337, 4.76791], [-0.75802, 5.60223, 5.14810], [-0.91978, 4.35667, 3.88763], [-1.70738, -0.13764, -4.82654], [-1.43241, -1.05328, -3.64736], [-1.39983, -0.37477, -2.39755], [-2.59771, 0.28073, -2.00152], [-3.77393, -0.66406, -1.82834], [-1.00980, 0.70405, -4.83329], [-1.61026, -0.68629, -5.76711], [-2.71853, 0.27629, -4.78426], [-0.44517, -1.50618, -3.77905], [-2.14936, -1.87976, -3.61193], [-2.83811, 1.08971, -2.69860], [-2.38502, 0.75401, -1.03798], [-4.08140, -1.09899, -2.78396], [-4.63310, -0.13230, -1.41205], [-3.51126, -1.49097, -1.16373], [-5.59706, -3.25347, -6.57493], [-4.12331, -3.03326, -6.28371], [-3.68888, -3.63266, -5.06852], [-3.80861, -5.04688, -4.98139], [-2.98647, -5.78767, -6.02121], [-6.20909, -2.94644, -5.72288], [-5.90203, -2.68162, -7.45494], [-5.81349, -4.30718, -6.77014], [-3.94375, -1.95915, -6.17966], [-3.49988, -3.37147, -7.11777], [-4.86131, -5.34375, -5.02318], [-3.44672, -5.32522, -3.98691], [-3.36546, -5.60922, -7.03171], [-3.01927, -6.86444, -5.83809], [-1.94555, -5.45477, -6.00021], [2.23450, -1.88110, -9.81074], [0.97634, -1.54842, -9.02866], [0.20712, -2.69167, -8.67715], [0.84289, -3.64883, -7.83946], [1.24114, -3.09452, -6.48308], [1.99655, -2.49977, -10.67984], [2.72594, -0.96605, -10.15079], [2.95048, -2.43717, -9.19965], [0.33134, -0.92277, -9.65234], [1.20955, -0.95876, -8.13603], [1.70067, -4.09485, -8.35273], [0.11808, -4.45473, -7.68852], [2.03010, -2.34236, -6.57510], [1.61555, -3.89342, -5.83830], [0.38859, -2.61422, -5.99591], [2.15234, 1.35539, 11.49061], [2.99968, 2.33644, 10.70009], [2.25830, 3.08815, 9.74781], [1.22766, 3.92178, 10.26198], [1.73570, 5.00024, 11.20257], [1.57625, 0.71405, 10.81864], [2.78495, 0.72807, 12.12370], [1.44030, 1.87309, 12.13889], [3.74886, 1.77529, 10.13413], [3.55314, 3.00715, 11.36545], [0.44886, 3.31650, 10.73662], [0.76215, 4.40390, 9.39675], [2.13428, 4.56990, 12.12590], [0.92642, 5.68222, 11.47472], [2.54127, 5.57257, 10.73568]],
  "mulliken_charge": [-0.339, -0.249, -0.333, -0.241, -0.832, 0.604, -0.498, 0.312, 0.327, 0.288, 0.250, 0.012, 0.318, 0.397, -0.003, -0.161, -0.098, 0.259, -0.942, -0.126, -0.466, 0.061, -1.060, 0.291, 0.454, 0.188, 0.240, 0.113, -0.023, 0.339, 0.248, 0.401, 0.279, -1.168, -0.080, -0.370, -0.347, -0.907, 0.323, 0.355, 0.321, 0.199, 0.266, 0.313, 0.340, 0.078, 0.411, 0.291, -1.248, -0.016, -0.370, -0.354, -1.009, 0.315, 0.403, 0.293, 0.241, 0.201, 0.315, 0.331, 0.269, 0.422, 0.186, -1.079, -0.261, -0.426, -0.295, -0.867, 0.281, 0.394, 0.262, 0.350, 0.267, 0.307, 0.262, 0.351, 0.424, 0.024, -1.051, -0.336, -0.377, -0.104, -1.184, 0.263, 0.392, 0.270, 0.328, 0.314, 0.337, 0.154, 0.266, 0.402, 0.317],
  "smiles": "C#CCCC[PH3]O.CCOCC.CCOCC.CCOCC.CCOCC.CCOCC"
}

---

No. 2
{
  "formula": "C25H62BIN3O13P3",
  "method": "wB97M-V/def2-TZVPD",
  "symbols": ["C", "C", "C", "C", "C", "C", "O", "C", "P", "P", "O", "O", "O", "C", "C", "C", "C", "I", "N", "B", "O", "O", "C", "C", "P", "O", "O", "O", "H", "H", "H", "H", "H", "H", "H", "H", "H", "H", "H", "H", "H", "H", "H", "H", "H", "H", "H", "H", "H", "H", "H", "H", "H", "H", "H", "H", "H", "H", "H", "H", "C", "O", "C", "C", "N", "C", "C", "O", "C", "H", "H", "H", "H", "H", "H", "H", "H", "H", "H", "H", "H", "H", "H", "H", "C", "O", "C", "C", "N", "C", "C", "O", "C", "H", "H", "H", "H", "H", "H", "H", "H", "H", "H", "H", "H", "H", "H", "H"],
  "xyz": [[4.89246, 0.21320, 0.82035], [4.12306, 1.08014, -0.20079], [2.93139, 1.76018, 0.44911], [2.09976, 2.63178, -0.49440], [1.65559, 1.92570, -1.79026], [0.24056, 2.13334, -2.34668], [0.04322, 3.34133, -3.06341], [0.94611, 4.41641, -2.88867], [0.25726, 0.97513, -3.87841], [-0.18276, -1.10065, -3.42342], [-1.28802, -1.42468, -2.53693], [1.21907, -1.73751, -2.97398], [-0.40611, -1.72414, -4.89240], [-1.01314, 1.94583, -1.34161], [-1.27386, 3.39220, -0.77417], [-2.02970, 3.73530, 0.52821], [-2.80018, 2.71995, 1.35893], [-0.63833, 4.73091, 1.90495], [-2.12395, 1.52072, -2.19796], [-3.50405, 1.34235, -1.69713], [-4.30698, 2.47418, -1.61336], [-4.01413, 0.11410, -1.43707], [-5.36224, -0.17919, -1.80684], [-6.23789, -0.38114, -0.57681], [-0.73997, 0.74032, -0.00803], [-1.94342, 0.10753, 0.52686], [-0.01120, 1.62421, 1.12078], [0.35796, -0.32054, -0.47431], [4.31626, 0.10316, 1.73811], [5.84316, 0.66031, 1.09996], [5.08654, -0.78428, 0.43639], [4.81636, 1.81987, -0.60010], [3.82430, 0.42812, -1.01825], [3.31757, 2.42623, 1.22348], [2.31934, 1.01111, 0.95003], [2.77342, 3.44242, -0.78039], [1.28582, 3.09902, 0.05100], [2.33651, 2.24540, -2.57757], [1.84063, 0.85497, -1.75198], [1.10078, 4.69166, -1.84694], [1.91568, 4.22425, -3.34697], [0.51167, 5.27423, -3.39325], [-0.88781, 1.32348, -4.60048], [1.92030, -1.47574, -3.58613], [0.11024, -2.53142, -5.00202], [-1.77608, 3.91492, -1.58005], [-0.30928, 3.87799, -0.70313], [-2.69832, 4.55931, 0.31691], [-2.19102, 2.22125, 2.10388], [-3.56479, 3.25870, 1.91810], [-3.29803, 1.94371, 0.78628], [-2.19436, 2.24683, -2.90710], [-4.93257, 2.39656, -0.88852], [-5.32365, -1.11135, -2.36598], [-5.76910, 0.57696, -2.47560], [-6.81997, 0.50073, -0.31770], [-6.92265, -1.21102, -0.73013], [-5.59093, -0.63960, 0.25739], [0.19706, 1.02848, 1.85248], [0.71085, -0.79124, 0.28765], [-1.48217, -4.39374, -2.74180], [-1.62362, -5.66995, -3.35327], [-1.75336, -6.75114, -2.44360], [-3.13658, -7.35552, -2.53845], [-4.13569, -6.44002, -2.00472], [-5.51689, -6.83699, -2.24948], [-6.00194, -6.85961, -3.69429], [-6.06402, -5.58266, -4.29903], [-4.86927, -5.13372, -4.91354], [-1.29529, -3.67338, -3.52795], [-2.39100, -4.08932, -2.21679], [-0.64091, -4.38121, -2.04249], [-1.54172, -6.43219, -1.41886], [-1.01446, -7.50963, -2.72183], [-3.16744, -8.28612, -1.96334], [-3.31199, -7.60509, -3.59483], [-3.98648, -5.52312, -2.40625], [-6.15755, -6.14240, -1.70041], [-5.67610, -7.82845, -1.81285], [-7.02852, -7.23652, -3.68821], [-5.41855, -7.54890, -4.31708], [-4.28477, -5.96652, -5.31358], [-4.24557, -4.55614, -4.22590], [-5.15188, -4.47813, -5.73734], [3.64295, 4.24544, 7.64189], [4.56679, 4.48399, 6.59866], [5.89295, 4.05393, 6.87917], [6.29121, 2.91675, 5.96616], [5.54919, 1.70509, 6.28699], [5.71951, 0.61885, 5.32846], [5.19526, 0.83053, 3.91325], [3.78608, 0.93257, 3.82952], [3.25297, 2.23360, 4.01041], [2.70202, 4.71027, 7.35359], [3.47105, 3.17515, 7.80113], [3.98144, 4.69306, 8.58119], [5.99570, 3.76213, 7.92810], [6.55942, 4.90206, 6.69732], [7.36054, 2.71966, 6.08602], [6.12308, 3.25125, 4.93252], [4.56529, 1.93333, 6.34725], [5.21364, -0.25875, 5.73826], [6.78443, 0.37238, 5.26968], [5.46614, -0.05405, 3.33025], [5.66814, 1.68800, 3.41849], [3.93548, 3.00775, 3.65020], [3.00614, 2.42578, 5.05813], [2.32792, 2.28978, 3.43731]],
  "mulliken_charge": [-0.989, -0.430, -0.229, -0.186, -1.809, 1.130, -0.413, -0.789, -0.998, 0.774, -0.208, -0.520, -0.547, 0.956, -1.405, -0.642, -1.314, -0.054, 0.499, -0.017, -0.583, -0.233, -0.359, -1.158, 0.537, -0.669, -0.408, -0.451, 0.051, 0.305, 0.376, 0.272, 0.319, 0.099, 0.077, 0.824, -0.386, 0.828, 0.524, 0.243, 0.333, 0.334, 0.015, 0.313, 0.368, 0.410, 0.115, 0.943, 0.323, 0.496, 0.176, 0.454, 0.280, 0.396, 0.333, 0.297, 0.370, 0.290, 0.380, 0.341, -0.562, -0.372, -0.752, -0.249, -0.264, -0.701, -0.476, -0.410, -0.455, -0.006, 0.327, 0.446, 0.372, 0.399, 0.398, 0.185, 0.016, 0.363, 0.405, 0.350, 0.336, 0.280, 0.100, 0.283, -0.744, -0.336, -0.824, -0.150, -0.296, -1.285, -0.221, -0.357, -0.394, 0.246, 0.309, 0.352, 0.411, 0.385, 0.379, 0.155, 0.110, 0.420, 0.454, 0.457, 0.381, 0.268, 0.264, 0.018],
  "smiles": "CCCCC[C@@](OC)(PP(=O)(O)O)[C@@](C[C@@H](C)I)(NB(O)OCC)P(=O)(O)O.COCCNCCOC.COCCNCCOC"
}

---

Listing molecular weight for the structures above in their given order: 488.73; 843.42 g/mol.
Listing HOMO energy for the structures above in their given order: -0.3380; -0.3082 Ha.